[1]
This record from the OMol25 dataset describes an isolated ion of composition C20H29N4O3S and charge +1 in a non-equilibrium geometry. The level of theory is wB97M-V/def2-TZVPD.

The geometry in XYZ format:
```
57
Properties=species:S:1:pos:R:3:nbo_charge:R:1
O -1.77 -4.87 2.38 -0.503
C -1.50 -3.77 2.10 0.797
O -1.32 -3.42 0.76 -0.572
C -0.35 -4.18 0.08 0.221
C -0.96 -4.63 -1.24 -0.261
N -1.17 -3.43 -2.13 -0.494
C -0.01 -2.48 -2.22 -0.248
C 0.61 -2.17 -0.86 -0.081
C 1.95 -1.46 -1.01 -0.385
C 1.93 -0.20 -1.89 -0.415
C 2.35 1.05 -1.12 -0.384
C 2.11 2.35 -1.88 -0.390
C 0.64 2.56 -2.29 -0.411
C 0.34 4.05 -2.52 -0.413
C -1.01 4.54 -2.02 -0.524
S -1.46 4.03 -0.35 0.271
C -0.78 5.31 0.59 0.295
N 0.11 6.20 0.31 -0.336
N 0.28 6.94 1.48 -0.266
C -0.51 6.42 2.36 0.275
O -1.23 5.36 1.86 -0.422
N 0.87 -3.41 -0.11 -0.598
C -1.33 -2.64 3.04 -0.102
C -0.05 -2.18 3.32 -0.222
C 0.11 -1.13 4.22 -0.186
C -1.01 -0.57 4.82 -0.194
C -2.29 -1.03 4.54 -0.193
C -2.46 -2.08 3.64 -0.206
H -0.09 -5.08 0.63 0.225
H -0.35 -5.39 -1.72 0.232
H -1.94 -5.05 -1.04 0.248
H -1.35 -3.78 -3.07 0.439
H -2.01 -2.96 -1.81 0.444
H 0.73 -2.88 -2.90 0.224
H -0.40 -1.56 -2.65 0.239
H -0.08 -1.54 -0.28 0.228
H 2.63 -2.20 -1.45 0.198
H 2.33 -1.25 -0.02 0.238
H 0.95 -0.04 -2.34 0.184
H 2.63 -0.32 -2.71 0.216
H 3.43 0.96 -0.97 0.210
H 1.92 1.07 -0.13 0.198
H 2.72 2.33 -2.79 0.202
H 2.43 3.16 -1.24 0.216
H 0.50 2.03 -3.23 0.193
H -0.03 2.11 -1.56 0.196
H 1.14 4.68 -2.14 0.223
H 0.34 4.22 -3.60 0.214
H -1.02 5.62 -2.07 0.256
H -1.82 4.21 -2.68 0.227
H -0.65 6.72 3.38 0.213
H 1.46 -3.97 -0.72 0.355
H 0.81 -2.63 2.84 0.225
H 1.10 -0.77 4.44 0.224
H -0.89 0.24 5.52 0.225
H -3.14 -0.60 5.04 0.228
H -3.45 -2.45 3.42 0.226
```

As for the total energy: -1622.162709 Ha. Its SMILES is O=C(O[C@H]1C[NH2+]C[C@H](CCCCCCCSc2nnco2)N1)c1ccccc1. Its charge is +1. The calculation puts the LUMO energy at -3.280 eV. The spin multiplicity is 1.

[2]
This record from the OMol25 dataset describes C20H29N8OS2Sc as an isolated structure. The level of theory is wB97M-V/def2-TZVPD.

The geometry in XYZ format:
```
61
Properties=species:S:1:pos:R:3:nbo_charge:R:1
Sc 0.42 0.10 -0.73 1.463
C 2.93 -2.44 2.12 -0.692
C 1.81 -1.74 1.43 0.339
N 1.98 -0.81 0.57 -0.377
N 3.30 -0.50 0.18 -0.510
C 3.42 -0.87 -1.08 0.325
N 4.61 -0.77 -1.68 -0.768
S 2.07 -1.47 -2.02 -0.280
C 0.41 -2.18 1.59 0.158
C 0.02 -2.97 2.66 -0.201
C -1.27 -3.48 2.70 -0.117
C -2.11 -3.22 1.63 -0.214
C -1.65 -2.40 0.61 0.048
N -0.43 -1.85 0.58 -0.490
H 3.79 -2.50 1.47 0.272
H 3.23 -1.88 3.01 0.262
H 2.64 -3.44 2.44 0.242
H 5.43 -0.56 -1.13 0.421
H 4.72 -1.04 -2.64 0.426
H 0.73 -3.19 3.45 0.249
H -1.59 -4.09 3.53 0.254
H -3.10 -3.63 1.58 0.252
H -2.31 -2.21 -0.23 0.192
C -2.54 0.03 -1.57 -0.229
C -2.43 1.54 -1.58 -0.252
N -1.10 1.99 -1.09 -0.674
C -0.57 3.11 -1.90 -0.221
C -0.16 2.66 -3.29 -0.559
S 0.94 1.22 -3.19 0.323
C 0.07 0.00 -4.20 -0.539
C -1.30 -0.39 -3.64 -0.239
N -1.32 -0.59 -2.16 -0.684
H -2.64 -0.32 -0.55 0.203
H -3.45 -0.28 -2.10 0.232
H -2.58 1.93 -2.59 0.216
H -3.23 1.97 -0.98 0.235
H -1.22 2.35 -0.14 0.404
H -1.31 3.91 -1.97 0.225
H 0.29 3.52 -1.37 0.206
H -1.01 2.42 -3.92 0.230
H 0.38 3.47 -3.79 0.266
H -0.04 0.38 -5.21 0.259
H 0.75 -0.85 -4.24 0.266
H -2.02 0.39 -3.89 0.205
H -1.65 -1.29 -4.14 0.238
H -1.37 -1.59 -2.00 0.408
O 1.96 1.71 -0.35 -0.969
H 2.21 2.61 -0.60 0.523
H 2.78 1.21 -0.13 0.532
N -1.50 2.13 6.61 -0.172
C -1.23 1.87 5.53 0.210
C -0.90 1.54 4.17 -0.078
C -1.88 1.08 3.30 -0.193
C -1.51 0.76 2.01 0.042
N -0.26 0.88 1.54 -0.514
C 0.68 1.33 2.39 0.047
C 0.40 1.67 3.71 -0.142
H -2.91 0.96 3.62 0.259
H -2.25 0.39 1.32 0.198
H 1.68 1.42 2.01 0.227
H 1.19 2.02 4.35 0.253
```

As for the total energy: -2849.569144 Ha. Its charge is +2. The calculation puts the LUMO energy at -6.139 eV. For the energy above the lowest of the compared OMol25 structures with the same formula, charge and spin, the calculation gives 0.00 kcal/mol. The spin multiplicity is 1.

[3]
This record from the OMol25 dataset describes C20H29N9OPd as an isolated structure. The level of theory is wB97M-V/def2-TZVPD.

The geometry in XYZ format:
```
60
Properties=species:S:1:pos:R:3:nbo_charge:R:1
Pd 0.84 1.30 -1.95 1.112
N 2.04 3.79 3.58 -0.666
C 1.91 3.27 2.16 -0.043
C 1.48 4.43 1.26 -0.445
C 1.40 3.98 -0.20 -0.054
N 0.25 3.09 -0.46 -0.835
C 2.74 3.36 -0.63 -0.421
C 3.23 2.22 0.27 -0.048
N 2.38 1.02 0.08 -0.889
C 3.25 2.68 1.73 -0.440
H 1.16 4.20 3.91 0.451
H 2.75 4.52 3.62 0.446
H 2.31 3.05 4.24 0.450
H 1.15 2.49 2.19 0.220
H 2.22 5.23 1.34 0.234
H 0.51 4.82 1.58 0.235
H 1.26 4.87 -0.81 0.247
H -0.55 3.62 -0.80 0.415
H -0.04 2.57 0.36 0.376
H 3.50 4.14 -0.67 0.244
H 2.64 2.98 -1.66 0.230
H 4.26 2.00 0.01 0.222
H 2.35 0.44 0.91 0.384
H 2.80 0.44 -0.65 0.413
H 4.03 3.44 1.82 0.235
H 3.53 1.84 2.38 0.230
N -2.73 -4.51 0.74 -0.531
C -3.75 -5.04 1.47 0.185
C -4.08 -6.35 1.83 -0.264
C -5.21 -6.51 2.60 -0.172
C -6.01 -5.41 2.99 -0.214
C -5.69 -4.12 2.64 -0.173
C -4.54 -3.93 1.86 0.055
N -3.99 -2.78 1.37 -0.407
C -2.92 -3.15 0.70 0.298
C -2.07 -2.19 0.03 0.021
C -2.47 -0.85 -0.04 -0.212
C -1.67 0.07 -0.67 0.044
N -0.49 -0.26 -1.21 -0.500
C -0.10 -1.53 -1.18 0.044
C -0.85 -2.52 -0.58 -0.231
H -2.01 -5.03 0.27 0.420
H -3.48 -7.19 1.53 0.227
H -5.51 -7.50 2.90 0.230
H -6.89 -5.60 3.59 0.230
H -6.29 -3.28 2.94 0.232
H -3.42 -0.57 0.39 0.273
H -1.98 1.10 -0.77 0.209
H 0.84 -1.76 -1.66 0.224
H -0.47 -3.54 -0.58 0.231
N 0.04 3.15 -4.44 -0.405
C 0.21 2.42 -3.56 -0.203
N 2.26 0.57 -5.09 -0.799
C 2.68 -0.25 -4.12 0.802
N 3.37 -1.35 -4.49 -0.798
O 2.48 -0.03 -2.90 -0.792
H 2.35 0.33 -6.06 0.413
H 1.65 1.34 -4.86 0.435
H 3.61 -1.53 -5.45 0.413
H 3.74 -1.95 -3.79 0.417
```

As for the total energy: -1474.980917 Ha. Its charge is +2. The calculation puts the LUMO energy (spin up / spin down) at -5.722 / -6.844 eV. For the energy above the lowest of the compared OMol25 structures with the same formula, charge and spin, the calculation gives 0.00 kcal/mol. The spin multiplicity is 3.

[4]
This record from the OMol25 dataset describes C20H30B2BrClF4N6O6Sn as an isolated structure. The level of theory is wB97M-V/def2-TZVPD.

The geometry in XYZ format:
```
71
Properties=species:S:1:pos:R:3:lowdin_charge:R:1
Sn 0.06 -0.25 -0.32 1.417
C -2.54 -1.85 3.02 0.027
C -1.65 -1.66 1.85 -0.210
N -1.09 -0.55 1.57 -0.028
O -1.41 0.55 2.31 0.006
B -2.55 1.32 1.65 -1.100
F -3.63 0.45 1.46 0.163
F -2.81 2.37 2.47 0.192
O -2.11 1.86 0.32 0.005
N -1.90 0.88 -0.63 -0.020
C -2.73 0.84 -1.60 -0.211
C -3.90 1.75 -1.72 0.027
C -2.51 -0.20 -2.65 -0.233
N -1.47 -0.91 -2.43 0.028
O -1.24 -1.96 -3.23 0.091
B -0.31 -2.89 -2.51 -1.074
F -0.14 -4.00 -3.27 0.202
F 0.88 -2.23 -2.18 0.127
O -0.94 -3.33 -1.20 0.078
N -1.01 -2.38 -0.26 0.012
C -1.44 -2.75 0.88 -0.226
C -1.82 -4.16 1.21 0.015
C -3.48 -0.41 -3.76 0.005
H -2.54 -0.96 3.65 0.096
H -2.24 -2.73 3.60 0.093
H -3.56 -2.03 2.66 0.111
H -3.98 2.41 -0.87 0.092
H -4.81 1.15 -1.81 0.103
H -3.81 2.33 -2.64 0.103
H -1.35 -4.84 0.50 0.091
H -2.90 -4.29 1.15 0.104
H -1.51 -4.41 2.22 0.087
H -3.65 0.52 -4.31 0.089
H -4.44 -0.75 -3.38 0.095
H -3.09 -1.16 -4.44 0.085
N 1.98 0.29 3.04 0.014
C 2.19 1.47 3.85 -0.266
C 3.05 2.46 3.07 -0.198
C 2.45 3.08 1.81 -0.175
C 2.02 2.15 0.67 -0.208
N 0.66 1.59 0.86 -0.015
H 1.47 -0.46 3.49 0.075
H 2.86 -0.07 2.71 0.072
H 2.67 1.27 4.82 0.107
H 1.21 1.92 4.07 0.116
H 3.99 1.96 2.80 0.115
H 3.34 3.28 3.74 0.109
H 3.19 3.77 1.39 0.111
H 1.59 3.71 2.09 0.118
H 2.72 1.33 0.53 0.095
H 2.00 2.72 -0.26 0.113
H -0.05 2.29 0.67 0.099
H 0.55 1.32 1.83 0.056
Cl 2.22 -3.49 2.60 0.575
C 3.14 -2.97 1.16 -0.456
C 2.65 -1.65 0.60 -0.690
O 3.45 -0.83 0.18 0.059
O 1.36 -1.55 0.58 -0.177
H 3.02 -3.74 0.40 0.090
H 4.19 -2.89 1.44 0.080
Br 3.13 3.10 -5.39 0.734
C 2.27 2.12 -4.01 -0.692
C 2.83 0.94 -3.55 -0.104
C 2.20 0.23 -2.54 -0.089
C 1.01 0.69 -1.99 -0.255
C 0.48 1.89 -2.45 -0.124
C 1.09 2.61 -3.47 -0.127
H 3.76 0.58 -3.98 0.106
H 2.66 -0.68 -2.20 0.095
H -0.44 2.29 -2.03 0.097
H 0.67 3.53 -3.82 0.101
```

As for the total energy: -5258.048386 Ha. Its charge is 0. The calculation puts the LUMO energy at -0.674 eV. For the energy above the lowest of the compared OMol25 structures with the same formula, charge and spin, the calculation gives 5.89 kcal/mol. The spin multiplicity is 1.